This record from OMol25 describes C9H7Br2OP in the gas phase. The level of theory is ωB97M-V/def2-TZVPD.

Frontier orbital gap (alpha / beta)   0.2116 / 0.2176 hartree
Lowest unoccupied orbital energy (alpha / beta)   0.201 / -3.482 eV
<S²>   2.007
E_HOMO (alpha / beta)   -0.204 / -0.346 Ha
Total energy   -160859.364 eV

```
! RIJCOSX wB97M-V def2-TZVPD def2/J DEFGRID3
* xyz 0 3
C 2.826 1.946 1.824
C 1.786 1.144 2.343
C 2.982 1.758 0.467
C 1.071 0.502 1.377
C 1.963 0.924 -0.013
C 0.972 0.023 0.105
C -1.851 -0.279 -0.434
C -0.891 -1.185 -0.899
C -1.047 -2.367 -1.820
O 0.446 -1.010 -0.690
P -3.520 -0.651 -1.019
Br -4.074 1.443 -1.768
Br -4.426 -0.847 0.980
H 3.622 2.322 2.520
H 1.560 1.255 3.406
H 3.734 2.314 -0.144
H -1.826 0.513 0.153
H -2.191 -2.423 -2.242
H -0.442 -2.094 -2.677
H -0.693 -3.292 -1.469
*
```

---

This record from OMol25 describes C17H21N5O3 in the gas phase. The level of theory is ωB97M-V/def2-TZVPD.

Frontier orbital gap   0.3116 hartree
Lowest unoccupied orbital energy   0.687 eV
Energy above the lowest of the compared OMol25 structures with the same formula, charge and spin   9.4 kcal per mole
E_HOMO   -0.286 Ha
SMILES   Cc1cccc(OCCNc2nc3c(c(=O)n(C)c(=O)n3C)n2C)c1
Total energy   -31564.871 eV

```
! RIJCOSX wB97M-V def2-TZVPD def2/J DEFGRID3
* xyz 0 1
C -0.895 0.245 -2.438
C -0.506 1.433 -1.610
C 0.473 2.307 -2.065
C 0.808 3.425 -1.323
C 0.196 3.666 -0.107
C -0.773 2.786 0.373
O -1.340 3.124 1.577
C -1.789 2.106 2.447
C -0.645 1.604 3.351
N 0.542 1.234 2.609
C 0.462 0.206 1.724
N -0.511 -0.698 1.710
C -0.175 -1.540 0.708
C 1.010 -1.156 0.105
C 1.569 -1.844 -1.005
O 2.591 -1.564 -1.612
N 0.774 -2.941 -1.370
C 1.218 -3.744 -2.497
C -0.410 -3.359 -0.786
O -1.010 -4.327 -1.204
N -0.878 -2.623 0.284
C -2.109 -2.999 0.941
N 1.414 -0.018 0.787
C 2.599 0.748 0.520
C -1.130 1.683 -0.396
H -1.487 -0.462 -1.862
H -1.484 0.567 -3.296
H -0.008 -0.261 -2.815
H 0.967 2.112 -3.005
H 1.559 4.110 -1.686
H 0.448 4.532 0.486
H -2.568 2.560 3.064
H -2.212 1.258 1.905
H -0.993 0.722 3.892
H -0.356 2.382 4.058
H 1.098 2.015 2.288
H 2.154 -3.318 -2.852
H 1.364 -4.776 -2.180
H 0.466 -3.725 -3.285
H -2.867 -2.230 0.784
H -2.442 -3.941 0.509
H -1.932 -3.107 2.010
H 3.122 0.266 -0.304
H 3.247 0.770 1.399
H 2.339 1.769 0.230
H -1.899 1.003 -0.062
*
```

---

This record from OMol25 describes C28H70Ba2N4O10 as an isolated structure. The level of theory is ωB97M-V/def2-TZVPD.

Frontier orbital gap   0.1505 hartree
Lowest unoccupied orbital energy   -7.791 eV
Energy above the lowest of the compared OMol25 structures with the same formula, charge and spin   0.0 kcal per mole
E_HOMO   -0.437 Ha
Total energy   -57973.440 eV

```
! RIJCOSX wB97M-V def2-TZVPD def2/J DEFGRID3
* xyz 2 1
Ba 1.034 -0.172 4.283
Ba -1.501 -3.755 2.386
C 0.823 -0.793 0.019
C 0.963 -2.052 0.862
O 0.615 -1.927 2.232
H 1.238 0.052 0.579
H -0.211 -0.487 -0.188
H 1.253 -0.875 -0.982
H 1.944 -2.481 0.642
H 0.212 -2.684 0.355
C -1.328 -3.755 -2.141
C -2.418 -4.073 -1.119
O -1.906 -4.744 0.011
H -1.081 -4.717 -2.594
H -0.425 -3.379 -1.649
H -1.603 -3.070 -2.941
H -3.111 -4.765 -1.611
H -2.935 -3.158 -0.771
C 4.205 -7.001 -0.352
O 4.697 -6.363 -1.518
C 4.067 -5.157 -1.831
C 4.354 -4.045 -0.817
N 5.718 -4.005 -0.391
C 6.092 -3.178 0.738
C 5.629 -3.751 2.062
O 6.282 -4.951 2.322
C 5.630 -5.774 3.263
H 3.868 -6.280 0.394
H 5.013 -7.591 0.084
H 3.461 -7.742 -0.660
H 2.971 -5.224 -1.871
H 4.456 -4.820 -2.790
H 3.656 -4.158 0.045
H 4.018 -3.110 -1.293
H 6.070 -4.953 -0.336
H 5.616 -2.209 0.578
H 7.167 -3.005 0.704
H 4.527 -3.780 2.128
H 5.840 -3.016 2.868
H 4.868 -6.438 2.829
H 4.992 -5.164 3.926
H 6.367 -6.311 3.849
C 0.068 -0.742 -4.157
O 1.404 -0.781 -3.710
C 2.325 -0.429 -4.739
C 3.715 -0.679 -4.182
N 3.963 0.284 -3.109
C 5.171 -0.049 -2.385
C 5.419 0.953 -1.265
O 4.275 1.071 -0.434
C 4.223 0.060 0.528
H -0.550 -0.940 -3.291
H -0.118 -1.375 -5.030
H -0.111 0.268 -4.557
H 2.205 0.613 -5.053
H 2.183 -1.106 -5.592
H 4.467 -0.580 -4.964
H 3.688 -1.716 -3.812
H 3.134 0.181 -2.534
H 6.040 -0.136 -3.032
H 5.031 -1.001 -1.833
H 5.586 1.931 -1.729
H 6.355 0.764 -0.730
H 3.423 0.312 1.227
H 5.172 -0.084 1.050
H 3.884 -0.886 0.082
C -6.943 6.450 1.956
O -5.652 6.663 1.464
C -5.572 7.093 0.111
C -5.808 5.964 -0.873
N -4.718 5.013 -0.837
C -5.033 3.683 -1.264
C -3.762 2.849 -1.278
O -3.905 1.765 -2.156
C -2.653 1.173 -2.395
H -7.564 5.941 1.217
H -7.377 7.443 2.170
H -7.029 6.001 2.941
H -4.516 7.365 0.055
H -6.242 7.938 -0.065
H -5.872 6.396 -1.877
H -6.790 5.511 -0.671
H -4.194 5.016 0.027
H -5.443 3.617 -2.275
H -5.791 3.138 -0.667
H -3.422 2.575 -0.271
H -2.996 3.515 -1.709
H -2.732 0.171 -2.808
H -2.077 1.032 -1.455
H -2.022 1.872 -2.957
C -7.423 2.718 4.180
O -6.256 3.467 3.864
C -5.526 2.922 2.787
C -4.062 3.259 3.043
N -3.142 2.293 2.455
C -1.730 2.632 2.641
C -0.910 1.512 2.030
O 0.439 1.694 2.512
C 1.311 2.436 1.639
H -8.048 2.576 3.288
H -7.996 3.272 4.916
H -7.118 1.717 4.506
H -5.862 3.340 1.828
H -5.791 1.857 2.716
H -3.988 3.204 4.139
H -3.942 4.305 2.756
H -3.278 1.403 2.924
H -1.406 2.675 3.700
H -1.634 3.630 2.214
H -0.979 1.497 0.942
H -1.230 0.509 2.345
H 2.339 2.093 1.735
H 1.198 3.506 1.800
H 1.061 2.228 0.597
*
```

---

This record from OMol25 describes a 7-piece molecular cluster, C37H59FN4O14P overall. The level of theory is ωB97M-V/def2-TZVPD.

Frontier orbital gap   0.2526 hartree
Lowest unoccupied orbital energy   -2.424 eV
E_HOMO   -0.342 Ha
Total energy   -85946.890 eV

```
! RIJCOSX wB97M-V def2-TZVPD def2/J DEFGRID3
* xyz 1 1
C 1.691 -0.894 5.693
C 0.478 -1.209 5.111
C 0.324 -2.068 3.830
C 0.270 -1.097 2.615
C -0.890 -0.038 2.821
C -1.427 0.097 1.346
O -1.732 1.512 1.123
C -2.819 1.788 1.799
N -3.619 2.235 2.490
N -0.417 -0.476 0.406
P 0.675 0.924 -0.021
N 1.317 1.666 1.198
C 0.123 -1.675 1.187
C -1.055 -2.725 1.388
C -1.791 -3.040 0.102
O -1.324 -3.214 -0.967
F -3.147 -3.094 0.242
N 1.165 -2.478 0.643
C 2.528 -1.901 0.678
C 3.631 -3.001 0.790
C 4.370 -3.224 -0.561
H 1.973 -1.401 6.641
H 2.317 -0.123 5.225
H -0.483 -0.867 5.551
H -0.595 -2.642 3.994
H 1.194 -2.731 3.798
H 1.184 -0.506 2.761
H -0.450 0.915 3.120
H -1.679 -0.374 3.499
H -2.400 -0.412 1.325
H -0.947 -0.627 -0.475
H 1.714 0.444 -0.851
H -0.097 1.806 -0.795
H 2.328 1.588 1.100
H -1.774 -2.428 2.156
H -0.557 -3.644 1.713
H 0.970 -2.764 -0.313
H 2.711 -1.419 -0.302
H 2.677 -1.121 1.429
H 4.328 -2.744 1.594
H 3.125 -3.951 1.008
H 3.867 -3.993 -1.163
H 4.377 -2.305 -1.165
H 5.403 -3.551 -0.402
O -0.333 -1.124 -2.519
C -0.209 -0.232 -3.327
O -0.356 1.059 -3.000
C -0.256 1.886 -4.188
C 0.509 1.042 -5.184
C 0.080 -0.376 -4.801
H -1.265 2.123 -4.529
H 0.259 2.810 -3.949
H 0.299 1.307 -6.216
H 1.583 1.156 -5.019
H -0.839 -0.676 -5.311
H 0.868 -1.104 -4.976
O -1.969 -0.093 6.146
C -2.185 0.622 7.090
O -1.980 0.234 8.363
C -2.431 1.263 9.267
C -2.421 2.541 8.447
C -2.748 2.024 7.051
H -3.430 1.000 9.618
H -1.760 1.312 10.122
H -3.115 3.293 8.815
H -1.420 2.977 8.452
H -3.823 1.967 6.875
H -2.269 2.613 6.273
O 0.681 3.953 -6.318
C 1.451 4.659 -5.731
O 1.548 4.691 -4.378
C 2.481 5.716 -3.979
C 3.366 5.941 -5.193
C 2.407 5.657 -6.345
H 1.917 6.609 -3.704
H 3.044 5.375 -3.113
H 3.811 6.933 -5.222
H 4.176 5.209 -5.202
H 1.846 6.546 -6.638
H 2.915 5.229 -7.205
O 2.524 -3.499 7.643
C 1.687 -3.259 8.473
O 1.533 -2.051 9.061
C 0.521 -2.130 10.081
C -0.326 -3.333 9.707
C 0.695 -4.250 9.041
H 1.014 -2.252 11.048
H -0.053 -1.206 10.091
H -0.836 -3.782 10.558
H -1.085 -3.039 8.978
H 1.207 -4.887 9.763
H 0.250 -4.850 8.252
O -3.688 -0.493 -6.413
C -3.917 -0.785 -5.277
O -3.144 -1.648 -4.566
C -3.735 -1.875 -3.273
C -4.632 -0.673 -3.027
C -5.085 -0.315 -4.437
H -4.295 -2.812 -3.308
H -2.947 -1.964 -2.528
H -5.450 -0.881 -2.339
H -4.044 0.150 -2.611
H -5.977 -0.868 -4.734
H -5.244 0.753 -4.558
O 3.317 0.670 -11.579
C 2.492 0.868 -10.741
O 2.270 2.090 -10.187
C 1.296 1.981 -9.137
C 0.520 0.709 -9.442
C 1.581 -0.162 -10.105
H 1.822 1.929 -8.180
H 0.659 2.863 -9.139
H 0.065 0.259 -8.559
H -0.277 0.924 -10.156
H 2.154 -0.735 -9.375
H 1.158 -0.822 -10.857
*
```